1.
Here is a molecular structure, C27H20ClN4O5Pd from the Open Molecules 2025 dataset. Energies are from ωB97M-V with the def2-TZVPD basis set.

- HOMO (alpha / beta): -9.20 / -9.20 eV
- Total charge: +1
- Spin multiplicity: 1
- Kohn-Sham gap (alpha / beta): 0.103 / 0.103 hartree

Atoms and positions in Å:
C -7.178 -0.660 -0.677
C 4.703 0.650 -0.084
C 4.972 2.219 1.762
C -0.268 -1.383 -4.273
C 2.742 -1.136 -1.366
H -1.070 -1.395 -4.997
H -5.584 0.433 0.185
N -0.928 0.559 2.286
C 0.933 -2.032 -4.516
H -7.840 -0.538 0.167
C 5.499 1.431 0.684
H -1.366 -0.202 -2.844
H 2.886 -2.450 -3.688
N 1.413 1.504 1.331
H -3.713 -1.679 -3.815
C -2.522 0.383 4.040
C 3.288 0.565 0.206
Cl -9.193 -2.024 -1.805
O -3.757 -1.916 -0.210
H -3.313 -0.188 4.503
O 3.764 -1.787 -1.360
C -0.433 -0.706 -3.070
C -5.541 -0.995 -2.958
C -2.736 -1.233 -0.242
O -1.545 -1.482 0.003
C 1.928 -1.969 -3.554
H -2.144 0.814 -0.999
H -7.191 -2.074 -3.782
C -1.053 2.267 3.957
H -2.213 -1.031 2.429
N 0.511 -0.647 -2.139
H -0.669 3.200 4.339
O -3.851 0.189 -1.884
C -6.810 -1.521 -2.935
H 5.087 0.017 -0.872
H 5.677 2.816 2.324
C -5.083 -0.302 -1.795
H -2.556 1.991 5.466
H 3.247 2.891 2.833
O 1.008 3.517 2.369
H 1.095 -2.572 -5.438
C -7.617 -1.358 -1.803
N 2.420 -0.223 -0.364
C 0.704 2.365 2.190
Pd 0.109 0.058 0.445
C -0.489 1.705 2.823
H -4.349 -0.210 -4.553
H 6.566 1.476 0.518
C -4.631 -1.173 -4.125
C -1.914 -0.096 2.888
C -2.096 1.588 4.575
H -3.559 0.723 0.128
C -3.055 0.278 -0.731
C -5.916 -0.131 -0.670
C 3.647 2.253 2.057
C 2.727 1.480 1.265
H -5.114 -1.769 -4.895
C 1.666 -1.260 -2.389

Now the Mulliken charges, all in e: -0.884 -0.640 -0.512 -0.875 -0.053 0.431 0.330 -0.008 -0.355 0.414 -0.654 0.459 0.462 -0.126 0.131 -0.836 0.706 -0.232 -0.631 0.447 -0.567 -0.023 1.020 0.783 -0.619 -0.701 0.381 0.372 -0.701 0.683 0.072 0.479 -0.496 -1.005 0.497 0.419 0.583 0.457 0.465 -0.503 0.454 0.255 0.108 0.155 0.779 0.658 0.311 0.409 -1.107 -0.395 -0.259 0.332 -0.593 -0.338 -0.765 0.811 0.405 0.612

2.
Here is a molecular structure, C27H20F5N4O8S3Tl from the Open Molecules 2025 dataset. Energies are from ωB97M-V with the def2-TZVPD basis set.

- HOMO: -8.80 eV
- Total charge: 0
- Spin multiplicity: 1
- Kohn-Sham gap: 0.317 hartree

Atoms and positions in Å:
C 4.145 1.910 0.108
H 2.941 -0.779 -1.115
S -0.692 3.593 1.034
N 2.208 0.799 -0.164
O 2.116 3.916 1.495
H -4.473 -4.776 -1.140
H -0.733 -4.680 -6.247
C -5.114 -2.046 0.744
C 0.732 -4.776 1.342
H 0.032 -4.406 0.592
C -0.312 -5.114 -2.896
O 1.350 -1.152 -2.297
H 0.471 -3.615 -1.535
C -4.328 -3.843 -0.612
F -0.241 0.400 5.109
H 1.897 -5.546 -1.060
H -2.258 -3.653 -1.174
C 3.200 -4.633 0.407
F 0.704 1.311 2.823
H 3.677 -4.036 -0.368
O -0.848 -1.161 -6.249
C -0.475 -4.456 -5.221
O 6.180 3.076 -0.360
C -2.107 1.821 5.000
C 1.843 2.960 0.846
F -2.564 1.353 6.156
O 1.635 -2.447 0.408
C -1.130 2.815 2.552
C 5.165 2.912 0.517
N 1.020 -0.882 -4.549
C 1.346 -6.113 0.955
S 2.078 -3.521 1.353
C 0.955 -1.554 -3.431
C 0.033 -3.226 -4.863
H 3.949 -4.966 1.128
C 2.387 -5.808 -0.120
F -3.010 4.206 2.450
C 0.376 -2.935 -3.560
C -2.810 2.799 4.314
N -2.840 -2.078 0.009
O 0.538 2.646 0.477
C -0.929 1.340 4.465
H -0.460 -5.870 -2.132
H -3.609 -0.570 1.176
H 0.580 -6.802 0.598
O 1.396 -1.994 -6.794
Tl -0.144 -0.625 -0.335
H -6.339 -3.705 0.125
H 3.027 -6.671 -0.305
C 2.742 1.922 0.304
C -0.634 -5.409 -4.218
O 5.140 3.515 1.545
C -3.088 -3.223 -0.623
H 6.017 2.624 -1.194
C 0.199 -3.867 -2.554
H -1.007 -6.393 -4.467
C -5.361 -3.244 0.092
F -3.953 3.265 4.806
S 0.393 -1.730 -5.802
H 1.832 -6.567 1.822
C -3.840 -1.505 0.673
C -0.449 1.828 3.259
C 4.387 0.695 -0.504
C -2.320 3.273 3.116
H 0.247 -4.788 2.316
H -5.894 -1.542 1.299
H 5.311 0.242 -0.824
N 3.207 0.071 -0.620

Now the Mulliken charges, all in e: 0.261 0.095 -0.174 -0.245 -0.537 0.391 0.432 -0.646 -0.122 -0.100 -0.273 -0.533 0.537 -0.803 -0.293 -0.158 0.358 -0.834 -0.287 0.394 -0.650 -0.642 -0.469 0.625 0.244 -0.292 -0.469 0.596 0.579 -0.623 -0.752 0.099 -0.224 -0.133 0.441 -0.081 -0.344 0.140 0.185 -0.021 0.017 -0.136 0.440 0.463 0.358 -0.653 1.049 0.394 0.438 -0.104 -0.710 -0.489 0.009 0.342 0.294 0.414 -0.194 -0.288 1.154 0.328 -0.304 0.171 -0.501 0.079 0.458 0.382 0.508 0.408

3.
Here is a molecular structure, C27H20F7IrN3OS2 from the Open Molecules 2025 dataset. Energies are from ωB97M-V with the def2-TZVPD basis set.

- HOMO (alpha / beta): -13.12 / -13.12 eV
- Total charge: +2
- Spin multiplicity: 2
- Kohn-Sham gap (alpha / beta): 0.175 / 0.167 hartree
- Expectation value of S²: 0.761

Atoms and positions in Å:
H 5.559 -1.240 -2.240
H 4.704 -0.723 -6.405
H 1.642 5.792 -4.719
C 1.032 0.278 2.687
F 0.330 -2.783 0.900
C 2.086 2.914 -2.995
C 4.393 -0.666 -5.371
C 3.116 -0.228 -5.063
C 1.224 2.121 -3.736
C -4.538 -2.103 5.009
C 2.738 -0.156 -3.730
N -1.004 -0.474 1.747
H 2.640 2.506 -2.159
C 3.194 0.986 3.460
C -0.299 -0.274 2.838
N -0.766 -0.573 4.057
H 2.916 4.871 -2.807
F -0.573 -2.521 -1.061
C 1.932 0.496 3.731
C 2.616 1.057 1.160
C 5.266 -1.044 -4.358
C -2.040 -1.069 4.373
H -4.822 -2.299 2.886
H 3.903 1.142 4.262
F -2.294 1.670 0.424
C -2.434 -1.177 5.701
F -3.052 -0.464 -1.136
C 3.596 -0.529 -2.708
C 3.551 1.283 2.150
C -2.911 -1.468 3.365
C -2.522 0.645 -1.664
C 0.427 -2.142 -0.260
H -0.178 -0.343 4.840
H 1.392 -2.370 -0.726
C -3.677 -1.691 6.018
H -1.755 -0.854 6.483
C 4.873 -0.963 -3.029
H 2.827 1.277 0.121
H -3.979 -1.774 7.052
N 1.409 0.569 1.428
O 1.006 0.276 -1.837
C -1.574 1.282 -0.623
H 6.249 -1.420 -4.607
H -5.506 -2.512 5.260
C 0.497 2.612 -4.806
H 2.432 0.054 -5.855
C 0.661 3.944 -5.165
F -3.485 1.457 -2.040
C -4.157 -1.988 3.682
H 0.110 4.342 -6.006
F -0.999 2.364 -1.139
S -2.451 -1.331 1.681
F -1.817 0.284 -2.748
Ir -0.033 -0.124 -0.067
H 3.271 -0.471 -1.677
H 1.659 0.274 4.752
S 1.067 0.371 -3.356
C 1.526 4.753 -4.443
H 4.527 1.676 1.907
H -0.188 1.979 -5.356
C 2.234 4.241 -3.362

Now the Mulliken charges, all in e: 0.433 0.418 0.421 1.034 -0.187 -0.194 -0.699 -0.630 0.752 -0.680 0.936 -0.336 0.226 -0.560 0.674 -0.059 0.431 -0.190 -0.837 0.291 -0.536 0.125 0.440 0.472 -0.256 -0.673 -0.211 -0.004 -0.953 1.031 0.503 0.137 0.009 0.373 -0.701 0.402 -0.767 0.256 0.413 -0.281 -0.677 0.115 0.415 0.415 -0.290 0.448 -0.680 -0.240 -0.807 0.433 -0.227 -0.152 -0.194 2.141 0.142 0.422 0.015 -0.492 0.470 0.466 -0.746

4.
Here is a molecular structure, C27H20IN3O2PtS from the Open Molecules 2025 dataset. Energies are from ωB97M-V with the def2-TZVPD basis set.

- HOMO: -7.78 eV
- Total charge: 0
- Spin multiplicity: 1
- Kohn-Sham gap: 0.276 hartree

Atoms and positions in Å:
C -3.323 -1.239 -0.648
C 4.514 0.746 -2.378
O 5.214 -0.052 -1.425
C 2.009 0.695 1.724
C -1.223 1.063 1.900
H -1.855 -1.845 -2.071
C -3.258 0.037 1.191
H -0.575 -2.555 -3.769
H 5.125 0.904 -3.271
C 0.872 -0.976 -3.736
N 1.886 -0.827 -4.542
Pt -0.572 0.132 0.228
H -4.324 1.247 3.392
H 3.830 -0.155 -4.803
C -4.650 -1.364 -0.230
C -5.127 -2.815 -2.048
H -3.085 2.735 4.944
H -3.468 -3.254 -3.339
H 2.395 -0.594 4.826
H -0.246 -1.789 -5.337
H 4.381 1.718 -1.900
N 1.432 0.423 0.442
C 2.460 0.117 4.014
C 3.030 -0.264 -4.080
C -2.584 2.277 4.102
C 3.194 0.154 -2.793
H -1.241 -0.964 -4.110
C -2.886 -1.934 -1.773
C 2.308 0.341 -0.512
C 3.082 1.340 4.208
O -0.155 -0.723 -1.642
C -5.566 -2.145 -0.924
H -5.818 -3.431 -2.607
H 0.456 2.203 2.640
C -0.581 1.942 2.777
C 1.928 -0.213 2.775
C 3.194 2.234 3.155
H 5.272 -0.948 -1.775
C -1.241 2.529 3.849
C -0.375 -1.606 -4.273
H 3.343 0.494 -0.219
I 1.100 -2.109 2.530
C 0.900 -0.549 -2.353
S -4.907 -0.453 1.225
N -2.561 -0.409 0.177
H 3.684 3.188 3.295
H 3.488 1.585 5.181
C 2.103 0.012 -1.888
C -3.268 1.445 3.240
C -3.795 -2.711 -2.461
H 2.702 2.612 1.097
H -0.689 3.199 4.498
C -2.595 0.869 2.166
H -6.591 -2.229 -0.588
C 2.660 1.909 1.920

Now the Mulliken charges, all in e: -0.755 -0.941 -0.524 -1.119 -0.312 0.336 1.393 0.253 0.389 0.941 -0.683 0.457 0.375 0.333 0.933 -0.443 0.388 0.407 0.393 0.398 0.358 -0.268 -0.449 -0.942 -0.758 0.673 0.326 -0.065 0.430 -0.576 -1.047 -0.667 0.388 0.467 -0.120 0.295 -0.747 0.349 -0.924 -1.070 1.049 0.140 0.494 -0.371 -0.095 0.389 0.411 -0.522 -0.849 -0.545 0.493 0.423 0.501 0.392 0.214